{
  "formula": "C6H10NO",
  "method": "ωB97M-V/def2-TZVPD",
  "spin_multiplicity": 1,
  "smiles": "CC(=O)C1=C[N@H+](C)C1",
  "charge": 1,
  "largest_force_ev_per_a": 8.284,
  "homo_ev": -14.18,
  "de_lowest_kcal_mol": 52.79,
  "energy_ev": -9912.1041,
  "e_lumo_ev": -5.177,
  "elements": ["C", "C", "O", "C", "C", "N", "C", "C", "H", "H", "H", "H", "H", "H", "H", "H", "H", "H"],
  "positions_angstrom": [[-2.758038, 1.180527, -0.059255], [-2.087370, -0.152332, -0.038391], [-2.641402, -1.212170, -0.199596], [-0.632326, -0.164719, 0.170417], [0.554763, 0.842788, 0.345684], [1.493752, -0.265331, 0.454231], [2.570632, -0.305255, -0.550134], [0.381528, -1.264503, 0.288229], [-2.243677, 1.916906, 0.548127], [-3.788738, 1.064779, 0.267502], [-2.785817, 1.537408, -1.089895], [0.732774, 1.893615, 0.350813], [1.928611, -0.328751, 1.383731], [3.091986, -1.263059, -0.502647], [2.144766, -0.174569, -1.545465], [3.286467, 0.497149, -0.364342], [0.254493, -1.925040, 1.149186], [0.497594, -1.877446, -0.608203]],
  "atomic_forces_ev_per_a": [[-0.3, 0.0, -0.1], [-0.5, 0.2, 0.0], [0.2, 0.0, 0.1], [6.6, 4.7, 1.0], [-6.7, -4.8, -0.9], [0.5, 0.0, 0.5], [0.7, -0.1, -0.7], [-0.9, -0.8, -0.1], [0.1, 0.1, 0.1], [0.0, 0.0, 0.0], [0.1, 0.0, -0.1], [0.3, 0.4, 0.1], [-0.2, 0.0, -0.1], [-0.1, 0.1, 0.1], [-0.1, 0.0, 0.1], [-0.2, 0.0, 0.1], [0.2, 0.1, 0.0], [0.2, 0.1, 0.0]],
  "mulliken_charge": [-1.18, 0.70, -0.47, 0.47, -0.74, 0.09, -0.93, -0.53, 0.38, 0.36, 0.31, 0.40, 0.40, 0.38, 0.38, 0.36, 0.34, 0.28]
}


{
  "formula": "C6H10NO",
  "method": "ωB97M-V/def2-TZVPD",
  "spin_multiplicity": 1,
  "charge": 1,
  "largest_force_ev_per_a": 7.754,
  "homo_ev": -14.59,
  "de_lowest_kcal_mol": 73.91,
  "energy_ev": -9911.1884,
  "e_lumo_ev": -5.203,
  "elements": ["C", "C", "C", "C", "C", "C", "N", "O", "H", "H", "H", "H", "H", "H", "H", "H", "H", "H"],
  "positions_angstrom": [[0.808952, 1.068116, -1.314879], [-0.996488, -1.378452, 1.002696], [0.166655, 0.524781, -2.484961], [0.592626, 2.508112, -1.035483], [-1.443574, -2.316363, 2.050361], [1.645579, 0.326907, -0.456190], [-0.362239, -0.005012, -3.348059], [-0.179697, -0.495632, 1.188344], [-1.538169, -1.391822, 0.034255], [-0.367663, 2.901730, -1.374857], [1.465373, 2.948855, -1.378034], [0.546712, 2.711454, 0.113342], [-0.918350, -2.410204, 2.968229], [-1.071309, -3.280022, 1.594447], [-2.578211, -2.207218, 2.252703], [1.968380, 0.960805, 0.377452], [1.942920, -0.576999, -0.683153], [0.318504, 0.110963, 0.493786]],
  "atomic_forces_ev_per_a": [[1.4, -1.6, 1.8], [-2.4, -0.2, -0.2], [0.8, -0.2, 1.0], [-2.2, -0.3, 3.2], [-0.7, -0.9, -1.0], [-3.4, 6.8, -1.3], [-0.5, -0.2, -0.7], [1.7, 0.9, 1.8], [0.4, -0.4, 0.2], [0.5, 0.1, -0.6], [1.3, 1.7, -1.0], [0.4, -0.5, -1.9], [0.6, 1.1, 0.9], [-1.4, 0.2, 0.0], [1.8, -0.7, -0.8], [0.6, -0.7, -0.2], [1.7, -4.6, -0.8], [-0.7, -0.6, -0.7]],
  "mulliken_charge": [0.80, 0.41, 0.11, -1.13, -1.06, -1.26, -0.32, -0.27, 0.39, 0.39, 0.37, 0.30, 0.34, 0.33, 0.32, 0.42, 0.55, 0.33]
}


{
  "formula": "C6H10NO2",
  "method": "ωB97M-V/def2-TZVPD",
  "spin_multiplicity": 1,
  "smiles": "O=C1[C@H](O)[C@]12CCC[NH2+]2",
  "charge": 1,
  "largest_force_ev_per_a": 2.651,
  "homo_ev": -12.96,
  "de_lowest_kcal_mol": 30.22,
  "energy_ev": -11959.8359,
  "e_lumo_ev": -3.773,
  "elements": ["O", "C", "C", "O", "C", "C", "C", "C", "N", "H", "H", "H", "H", "H", "H", "H", "H", "H", "H"],
  "positions_angstrom": [[1.491336, -2.567360, 1.612182], [0.986901, -1.522355, 1.521386], [0.446545, -0.171083, 1.715635], [-0.726824, 0.048504, 2.397413], [0.320191, -0.520381, 0.219452], [-1.027832, -0.709048, -0.418554], [-1.228285, 0.625433, -1.153998], [0.180118, 1.089923, -1.548250], [1.133781, 0.229545, -0.754907], [1.244054, 0.553284, 1.941925], [-0.589891, 0.050675, 3.353531], [-1.802298, -0.870599, 0.327688], [-1.031436, -1.552343, -1.110906], [-1.871170, 0.512189, -2.021964], [-1.687552, 1.347037, -0.481727], [0.369735, 0.960742, -2.611750], [0.338446, 2.136403, -1.293719], [1.594363, -0.432891, -1.389379], [1.859816, 0.792324, -0.304058]],
  "atomic_forces_ev_per_a": [[-0.1, 0.1, 0.6], [-0.5, 0.7, -2.5], [0.1, 0.3, 0.4], [-0.3, 0.1, -0.1], [0.5, -1.5, 1.9], [0.0, 0.0, 0.1], [0.0, -0.1, 0.1], [-0.7, 0.6, -0.5], [0.3, 0.1, 0.0], [0.1, -0.2, -0.1], [0.1, 0.0, 0.0], [0.0, -0.1, 0.0], [0.0, 0.0, 0.0], [0.0, 0.1, -0.1], [0.0, 0.0, 0.0], [0.2, -0.1, 0.1], [0.2, -0.1, 0.0], [0.0, 0.2, 0.2], [0.0, -0.1, -0.1]],
  "mulliken_charge": [-0.32, 0.36, -0.11, -0.48, -0.04, -0.73, -0.54, -0.59, 0.00, 0.33, 0.34, 0.43, 0.30, 0.36, 0.30, 0.35, 0.29, 0.38, 0.38]
}


{
  "formula": "C6H10NO2P",
  "method": "ωB97M-V/def2-TZVPD",
  "spin_multiplicity": 1,
  "smiles": "C#C[C@H]1CN(C)[P@@](C)(=O)O1",
  "largest_force_ev_per_a": 4.970,
  "homo_ev": -9.60,
  "de_lowest_kcal_mol": 39.32,
  "energy_ev": -21256.2534,
  "e_lumo_ev": 0.756,
  "elements": ["C", "C", "C", "C", "N", "C", "P", "C", "O", "O", "H", "H", "H", "H", "H", "H", "H", "H", "H", "H"],
  "positions_angstrom": [[-0.255995, 3.601016, 1.666732], [0.271683, 2.904615, 0.863293], [0.916732, 1.849667, 0.070063], [0.905013, 0.503423, 0.699105], [-0.660112, 0.038520, 0.493375], [-1.010240, -1.116328, 1.220862], [-0.945083, 0.435040, -1.126958], [-0.112358, -0.713372, -2.317889], [-2.263679, 0.888077, -1.446017], [0.202417, 1.627834, -1.157881], [-0.800463, 4.086146, 2.410610], [1.840654, 2.103640, -0.319892], [1.533566, -0.155056, 0.231952], [0.963461, 0.337221, 1.710918], [-1.191981, -0.967013, 2.257132], [-1.927879, -1.365023, 0.916734], [-0.319426, -2.004129, 0.954912], [0.957069, -0.556632, -2.177938], [-0.458455, -1.736947, -2.243941], [-0.601213, -0.413887, -3.335449]],
  "atomic_forces_ev_per_a": [[-0.2, 0.0, 0.1], [0.8, -1.1, -0.3], [-2.1, 0.1, -0.4], [-5.0, -0.3, -0.1], [3.8, 2.3, -1.1], [3.1, -1.4, -0.7], [3.2, -0.1, 1.1], [-2.3, 1.1, -1.0], [-2.3, 0.2, -0.8], [-1.0, -0.4, -0.3], [-0.4, 0.7, 0.5], [2.2, 0.8, 0.0], [1.6, -1.7, -1.5], [0.7, 0.5, 2.5], [0.8, 0.3, 1.2], [-3.7, -1.4, -1.5], [-0.9, 1.1, 0.9], [-0.2, -0.3, -0.6], [0.3, -0.3, 0.5], [1.6, -0.1, 1.6]],
  "mulliken_charge": [0.25, -1.03, 0.35, -1.01, -0.03, -1.02, 0.75, -0.96, -0.71, -0.47, 0.47, 0.38, 0.41, 0.55, 0.37, 0.44, 0.31, 0.29, 0.36, 0.30]
}


{
  "formula": "C6H10NS2",
  "method": "ωB97M-V/def2-TZVPD",
  "spin_multiplicity": 1,
  "smiles": "C[NH2+]CSc1cccs1",
  "charge": 1,
  "largest_force_ev_per_a": 6.252,
  "homo_ev": -12.58,
  "de_lowest_kcal_mol": 20.17,
  "energy_ev": -29536.0725,
  "e_lumo_ev": -3.322,
  "elements": ["C", "N", "C", "S", "C", "C", "C", "C", "S", "H", "H", "H", "H", "H", "H", "H", "H", "H", "H"],
  "positions_angstrom": [[-2.898250, -0.682455, -0.242341], [-1.724348, -0.018118, -0.624042], [-1.186935, 0.932838, 0.452053], [0.047783, 1.910961, -0.388873], [1.411632, 0.767174, -0.259274], [2.582540, 0.965197, 0.346347], [3.391882, -0.271321, 0.435149], [2.601723, -1.391541, 0.120856], [1.174614, -0.908414, -0.651451], [-2.607838, -1.423755, 0.650882], [-3.698145, -0.061677, 0.120984], [-3.368460, -1.323749, -1.107053], [-2.072273, 0.799172, -1.280848], [-1.020650, -0.608130, -1.111191], [-0.817019, 0.501473, 1.298775], [-2.021917, 1.512828, 0.620756], [3.126116, 1.912751, 0.474429], [4.203250, -0.203803, 1.148483], [2.876296, -2.409440, -0.003645]],
  "atomic_forces_ev_per_a": [[-2.1, -5.7, 1.4], [-0.4, 4.1, -1.9], [1.1, -0.1, -3.3], [0.9, 0.3, -0.1], [-1.8, -0.1, -0.1], [3.2, -0.7, -0.7], [-3.1, 0.1, 1.3], [1.9, 2.0, -0.6], [-0.2, 0.3, 0.1], [-0.8, 1.4, -2.0], [0.1, 0.7, 0.1], [1.2, 1.2, 1.6], [1.4, -2.4, 0.5], [-0.4, 0.5, 0.5], [0.8, -1.7, 2.1], [-1.6, 1.5, 0.8], [-0.9, -0.2, 0.5], [0.6, -0.6, -0.7], [0.3, -0.7, 0.4]],
  "mulliken_charge": [-0.82, -0.04, -0.89, -0.06, 0.16, -0.09, -0.58, -0.28, -0.18, 0.34, 0.33, 0.33, 0.43, 0.25, 0.47, 0.51, 0.35, 0.36, 0.42]
}


Please write out number 3 again, unchanged.
{
  "formula": "C6H10NO2",
  "method": "ωB97M-V/def2-TZVPD",
  "spin_multiplicity": 1,
  "smiles": "O=C1[C@H](O)[C@]12CCC[NH2+]2",
  "charge": 1,
  "largest_force_ev_per_a": 2.651,
  "homo_ev": -12.96,
  "de_lowest_kcal_mol": 30.22,
  "energy_ev": -11959.8359,
  "e_lumo_ev": -3.773,
  "elements": ["O", "C", "C", "O", "C", "C", "C", "C", "N", "H", "H", "H", "H", "H", "H", "H", "H", "H", "H"],
  "positions_angstrom": [[1.491336, -2.567360, 1.612182], [0.986901, -1.522355, 1.521386], [0.446545, -0.171083, 1.715635], [-0.726824, 0.048504, 2.397413], [0.320191, -0.520381, 0.219452], [-1.027832, -0.709048, -0.418554], [-1.228285, 0.625433, -1.153998], [0.180118, 1.089923, -1.548250], [1.133781, 0.229545, -0.754907], [1.244054, 0.553284, 1.941925], [-0.589891, 0.050675, 3.353531], [-1.802298, -0.870599, 0.327688], [-1.031436, -1.552343, -1.110906], [-1.871170, 0.512189, -2.021964], [-1.687552, 1.347037, -0.481727], [0.369735, 0.960742, -2.611750], [0.338446, 2.136403, -1.293719], [1.594363, -0.432891, -1.389379], [1.859816, 0.792324, -0.304058]],
  "atomic_forces_ev_per_a": [[-0.1, 0.1, 0.6], [-0.5, 0.7, -2.5], [0.1, 0.3, 0.4], [-0.3, 0.1, -0.1], [0.5, -1.5, 1.9], [0.0, 0.0, 0.1], [0.0, -0.1, 0.1], [-0.7, 0.6, -0.5], [0.3, 0.1, 0.0], [0.1, -0.2, -0.1], [0.1, 0.0, 0.0], [0.0, -0.1, 0.0], [0.0, 0.0, 0.0], [0.0, 0.1, -0.1], [0.0, 0.0, 0.0], [0.2, -0.1, 0.1], [0.2, -0.1, 0.0], [0.0, 0.2, 0.2], [0.0, -0.1, -0.1]],
  "mulliken_charge": [-0.32, 0.36, -0.11, -0.48, -0.04, -0.73, -0.54, -0.59, 0.00, 0.33, 0.34, 0.43, 0.30, 0.36, 0.30, 0.35, 0.29, 0.38, 0.38]
}